Below is C49H42BrF4INO4PSTeTi as an isolated structure, with properties calculated with the ωB97M-V functional and the def2-TZVPD basis.

Summary:
Charge: -1
Energy relative to the best compared isomer or geometry (same formula, charge and spin) (kcal/mol): 3.4
Lowest unoccupied orbital energy (alpha / beta) (eV): 2.14 / 1.73
Multiplicity: 4

Atoms and positions in Å:
Ti: -0.606 -1.770 -0.032
F: -3.395 -6.183 5.210
C: -2.680 -5.205 4.650
C: -2.079 -4.241 5.438
F: -2.215 -4.274 6.765
C: -1.330 -3.237 4.832
F: -0.764 -2.356 5.661
C: -1.177 -3.162 3.460
P: -0.148 -1.809 2.679
C: -0.728 -0.289 3.471
C: -1.918 -0.145 4.168
C: -2.289 1.095 4.670
C: -1.472 2.196 4.476
C: -0.293 2.065 3.753
C: 0.072 0.833 3.238
C: 1.444 -2.197 3.500
C: 2.015 -1.452 4.524
C: 3.246 -1.815 5.054
C: 3.913 -2.932 4.573
C: 3.344 -3.686 3.556
C: 2.121 -3.318 3.018
C: -1.771 -4.162 2.685
Br: -1.542 -4.336 0.818
C: -2.520 -5.169 3.273
F: -3.090 -6.140 2.560
H: -2.584 -0.988 4.302
H: -3.233 1.202 5.187
H: -1.772 3.165 4.853
H: 0.330 2.929 3.560
H: 0.969 0.740 2.634
H: 1.498 -0.587 4.918
H: 3.680 -1.223 5.849
H: 4.874 -3.210 4.985
H: 3.860 -4.554 3.164
H: 1.699 -3.889 2.200
C: 6.842 -4.614 -2.828
C: 5.657 -3.913 -2.220
C: 5.597 -2.523 -2.171
C: 4.495 -1.878 -1.632
C: 3.442 -2.631 -1.132
C: 3.474 -4.015 -1.178
C: 4.589 -4.644 -1.714
S: 2.060 -1.746 -0.497
O: 1.344 -1.132 -1.601
O: 2.610 -0.857 0.496
O: 1.160 -2.814 0.068
H: 7.662 -3.920 -3.009
H: 6.581 -5.074 -3.783
H: 7.210 -5.408 -2.176
H: 6.424 -1.939 -2.558
H: 4.459 -0.798 -1.589
H: 2.632 -4.582 -0.808
H: 4.622 -5.727 -1.751
C: 0.375 7.512 -4.379
C: 0.234 6.217 -3.625
C: 1.346 5.498 -3.214
C: 1.223 4.295 -2.520
C: 2.497 3.596 -2.105
C: -0.050 3.780 -2.247
Te: -0.060 1.740 -1.307
N: -0.821 0.229 0.025
C: -2.041 0.052 0.650
O: -2.298 -1.280 0.817
C: -2.957 0.981 1.156
C: -2.720 2.389 1.154
C: -3.648 3.271 1.660
C: -4.857 2.831 2.204
C: -5.108 1.450 2.217
C: -4.201 0.549 1.718
C: -1.383 1.129 -2.839
C: -2.713 0.853 -2.547
C: -3.571 0.411 -3.543
C: -3.095 0.239 -4.833
C: -1.767 0.507 -5.118
C: -0.883 0.948 -4.131
C: 0.552 1.186 -4.511
C: -1.183 4.516 -2.611
C: -2.591 4.087 -2.302
C: -1.018 5.715 -3.303
H: 1.423 7.750 -4.562
H: -0.064 8.345 -3.827
H: -0.131 7.463 -5.345
H: 2.338 5.882 -3.432
H: 3.359 4.223 -2.332
H: 2.631 2.643 -2.622
H: 2.522 3.375 -1.037
H: -1.771 2.766 0.792
H: -3.424 4.333 1.650
H: -5.581 3.533 2.595
H: -6.041 1.084 2.633
H: -4.414 -0.512 1.741
H: -3.091 0.989 -1.545
H: -4.604 0.196 -3.300
H: -3.752 -0.117 -5.617
H: -1.389 0.351 -6.122
H: 0.778 0.679 -5.449
H: 1.242 0.800 -3.757
H: 0.759 2.252 -4.635
H: -2.653 3.450 -1.422
H: -3.026 3.529 -3.133
H: -3.216 4.963 -2.124
H: -1.904 6.274 -3.589
I: -0.338 -4.016 -2.871
C: -1.440 -2.330 -1.967
H: -1.326 -1.580 -2.752
H: -2.464 -2.709 -2.006

Cartesian forces (eV/Å) of the 6 atoms listed first:
Ti -0.60 -0.01 -0.72
F 0.04 0.08 0.01
C 0.00 0.00 0.03
C 0.08 0.10 -0.23
F -0.03 -0.05 -0.03
C -0.29 -0.38 0.38

Below is C49H44CoN3O2S3 as an isolated structure, with properties calculated with the ωB97M-V functional and the def2-TZVPD basis.

Summary:
Charge: +2
Energy relative to the best compared isomer or geometry (same formula, charge and spin) (kcal/mol): 31.5
Lowest unoccupied orbital energy (alpha / beta) (eV): -6.07 / -8.49
Multiplicity: 5

Atoms and positions in Å:
Co: -2.691 -0.998 -0.450
N: -2.421 -2.718 -1.492
C: -2.453 -4.011 -0.841
C: -2.580 -5.128 -1.678
C: -2.457 -6.430 -1.185
C: -2.278 -6.602 0.196
C: -2.252 -5.504 1.049
C: -2.312 -4.184 0.572
C: -2.286 -3.069 1.532
C: -1.915 -3.368 2.837
C: -1.949 -2.427 3.883
C: -2.416 -1.149 3.599
C: -2.891 -0.853 2.315
C: -2.687 -1.745 1.271
H: -3.255 -2.569 -2.058
H: -1.590 -2.651 -2.074
H: -2.648 -4.964 -2.747
H: -2.441 -7.293 -1.857
H: -2.113 -7.581 0.620
H: -2.193 -5.707 2.108
H: -1.586 -4.372 3.047
H: -1.694 -2.707 4.897
H: -2.539 -0.418 4.359
H: -3.350 0.106 2.127
C: 0.240 7.110 -2.483
C: -0.300 5.736 -2.191
C: 0.521 4.625 -2.431
C: 0.246 3.410 -1.810
C: -0.947 3.310 -1.068
C: -1.864 4.348 -0.972
C: -1.532 5.558 -1.553
S: -1.429 1.870 -0.129
O: -2.555 2.254 0.781
C: 0.022 1.805 1.052
C: -0.099 3.019 1.777
C: 0.965 3.635 2.431
C: 2.214 3.049 2.338
C: 3.367 3.729 2.817
C: 4.606 3.182 2.692
C: 4.758 1.858 2.271
C: 3.659 1.173 1.764
C: 2.356 1.723 1.778
C: 1.173 0.971 1.343
C: 1.295 -0.476 1.645
C: 1.586 -0.788 3.078
C: 1.323 0.038 4.155
C: 1.572 -0.356 5.468
C: 2.038 -1.638 5.785
C: 2.293 -2.532 4.743
C: 2.057 -2.148 3.423
C: 2.298 -3.075 2.404
C: 1.976 -2.762 1.104
C: 1.336 -1.567 0.749
S: 0.787 -1.682 -0.998
O: 0.268 -0.306 -1.392
C: 2.400 -1.721 -1.753
C: 2.917 -2.786 -2.490
C: 4.210 -2.687 -2.993
C: 5.032 -1.564 -2.723
C: 6.499 -1.495 -2.966
C: 4.422 -0.470 -2.099
C: 3.140 -0.540 -1.609
H: 0.820 7.137 -3.411
H: 0.929 7.414 -1.673
H: -0.575 7.844 -2.451
H: 1.402 4.786 -3.019
H: 0.864 2.519 -1.882
H: -2.774 4.173 -0.421
H: -2.235 6.373 -1.458
H: -1.065 3.468 1.804
H: 0.894 4.563 2.949
H: 3.249 4.716 3.258
H: 5.474 3.793 2.895
H: 5.743 1.375 2.282
H: 3.748 0.205 1.283
H: 0.865 0.994 3.949
H: 1.397 0.399 6.240
H: 2.163 -1.973 6.820
H: 2.729 -3.503 4.964
H: 2.731 -4.037 2.634
H: 2.123 -3.476 0.296
H: 2.321 -3.688 -2.675
H: 4.561 -3.474 -3.652
H: 7.004 -2.421 -2.678
H: 6.946 -0.647 -2.422
H: 6.773 -1.361 -4.029
H: 4.965 0.483 -2.070
H: 2.699 0.311 -1.100
C: -5.241 0.313 -4.905
N: -5.397 -0.077 -3.526
C: -4.879 0.471 -2.432
S: -4.890 -0.505 -1.004
N: -4.370 1.726 -2.360
C: -4.727 2.838 -3.216
H: -5.782 -0.407 -5.526
H: -4.194 0.361 -5.228
H: -5.660 1.309 -5.114
H: -6.013 -0.867 -3.340
H: -4.044 1.920 -1.421
H: -5.814 3.028 -3.349
H: -4.294 2.710 -4.204
H: -4.296 3.740 -2.773

Cartesian forces (eV/Å) of the 6 atoms listed first:
Co -0.20 0.53 -0.68
N 0.19 0.38 -0.29
C -0.01 -1.31 0.92
C 0.58 -0.17 0.42
C 0.15 0.25 0.44
C 0.05 0.44 -0.50